{"formula": "C24H36N9OSSi2V", "method": "the ωB97M-V functional and the def2-TZVPD basis", "lumo_ev": [2.35, 2.35], "e_homo_ev": [-2.76, -3.23], "total_charge": -1, "multiplicity": 4, "species": ["V", "C", "Si", "C", "C", "N", "C", "C", "C", "C", "C", "C", "N", "Si", "C", "C", "C", "H", "H", "H", "H", "H", "H", "H", "H", "H", "H", "H", "H", "H", "H", "H", "H", "H", "H", "H", "H", "H", "H", "O", "N", "C", "C", "C", "C", "C", "S", "H", "H", "H", "H", "N", "N", "N", "C", "N", "N", "H", "H", "H", "N", "C", "C", "C", "C", "C", "C", "H", "H", "H", "H", "H", "H", "H"], "coordinates": [[-0.11734, -0.49039, -0.17540], [-2.26704, -2.62954, 2.16311], [-1.50184, -1.02116, 2.76776], [-2.63749, -0.55235, 4.20624], [0.14526, -1.35607, 3.60532], [-1.31570, 0.09224, 1.47673], [-1.82452, 1.37827, 1.32926], [-2.66825, 2.01846, 2.24682], [-3.15780, 3.30949, 2.07278], [-2.80798, 4.01520, 0.94059], [-1.97864, 3.40615, 0.00238], [-1.46693, 2.10961, 0.13840], [-0.63124, 1.48555, -0.80815], [-0.24292, 2.34568, -2.24553], [0.70723, 3.94822, -1.94130], [-1.73700, 2.71526, -3.34910], [0.87536, 1.37293, -3.39574], [-2.30528, -3.37338, 2.96505], [-1.75046, -3.07693, 1.31391], [-3.29725, -2.40451, 1.86366], [-2.62378, -1.41382, 4.88508], [-3.67349, -0.38395, 3.90636], [-2.29750, 0.31724, 4.77125], [0.06906, -2.17017, 4.33276], [0.42197, -0.44464, 4.14800], [0.96136, -1.58405, 2.91899], [-2.95529, 1.49146, 3.14037], [-3.80312, 3.74540, 2.82744], [-3.16449, 5.02473, 0.77037], [-1.71596, 3.98462, -0.87025], [0.15115, 4.70889, -1.39366], [1.03045, 4.37969, -2.89445], [1.60512, 3.71763, -1.35920], [-2.45894, 3.41391, -2.93095], [-2.26777, 1.77782, -3.54559], [-1.39990, 3.11194, -4.31272], [1.82669, 1.09192, -2.94657], [1.06252, 2.03273, -4.25091], [0.39975, 0.45740, -3.75290], [1.23054, -0.93655, -1.75885], [1.54657, -2.19548, -2.03271], [1.97376, -2.43470, -3.29406], [2.35244, -3.68362, -3.69816], [2.28551, -4.72221, -2.75710], [1.84899, -4.46052, -1.48985], [1.45230, -3.16402, -1.07636], [0.89709, -2.77844, 0.47997], [1.97683, -1.54788, -3.90971], [2.69002, -3.83616, -4.71238], [2.57395, -5.72848, -3.03430], [1.77917, -5.23867, -0.74268], [-3.48935, -3.39791, -3.19248], [-3.01697, -2.37003, -2.36941], [-3.80187, -1.42406, -1.90998], [-2.95348, -0.75212, -1.13675], [-1.72675, -1.29083, -1.17149], [-1.78579, -2.33890, -1.97055], [-4.30282, -3.00502, -3.65442], [-2.76381, -3.54298, -3.88798], [-3.19295, 0.12689, -0.55990], [1.76691, 0.81185, 1.02419], [2.99094, 0.84709, 1.67089], [4.13223, 0.34724, 1.03934], [5.34948, 0.34576, 1.69791], [5.46253, 0.82985, 2.99579], [4.32464, 1.31973, 3.62320], [3.10047, 1.33221, 2.97549], [1.00866, 1.37724, 1.37939], [1.81486, 0.81673, 0.01349], [4.04703, -0.04891, 0.03388], [6.22190, -0.04685, 1.18862], [6.41596, 0.82267, 3.50727], [4.38536, 1.70007, 4.63619], [2.21765, 1.71559, 3.47329]]}